[1]
76
Properties=species:S:1:pos:R:3:forces:R:3:lowdin_charge:R:1 method="wB97M-V/def2-TZVPD" relative_energy_ev=6.030 lumo_energy_ev=-1.935 gap_ev=7.6 e_homo_ev=-9.6 smiles="CC(=O)OC(=O)C[C@@H]1CCC(=O)N1.CCOP(=O)(OCC)OCC.CCOP(=O)(OCC)OCC" charge=0 total_energy_ha=-2426.646818
C 6.30055 1.22196 -5.81172 -1.559 -1.291 0.378 -0.02
C 6.76290 -0.32711 -6.23934 6.501 1.321 -4.669 -0.25
O 7.86143 -0.39161 -7.03731 -7.686 -0.334 5.664 0.00
O 6.05116 -1.51362 -5.73832 -1.532 1.604 -2.310 -0.02
C 5.08295 -2.03939 -6.71423 2.049 -1.254 -7.127 -0.21
O 5.48672 -2.18838 -8.00069 -2.715 1.273 8.504 -0.01
C 3.53375 -2.52262 -6.34667 1.072 -0.004 0.905 -0.04
C 2.48059 -1.28169 -6.15357 -2.571 -1.774 -0.437 -0.31
C 2.01631 -0.44103 -7.51671 0.351 2.062 1.540 -0.11
C 2.63508 1.03173 -7.04736 0.632 -0.958 0.027 -0.10
C 2.19876 1.08151 -5.46578 -1.143 3.071 1.994 -0.23
O 1.61746 2.07376 -4.74221 4.135 -6.811 -4.596 -0.04
N 2.63865 -0.31076 -5.00512 -0.260 1.864 -1.004 0.02
H 5.88586 1.81297 -6.75958 1.185 -1.543 1.960 0.11
H 7.17403 1.82441 -5.30498 -1.741 -1.561 -1.107 0.11
H 5.37292 1.05958 -5.07855 2.142 0.730 -1.393 0.08
H 3.53455 -3.18396 -5.35840 0.176 1.643 -1.946 0.14
H 3.20317 -3.26791 -7.21244 0.791 2.073 1.728 0.15
H 1.48821 -1.85696 -5.84711 2.092 0.840 -0.751 0.15
H 2.41985 -0.83310 -8.54852 -0.809 0.774 2.300 0.13
H 0.85963 -0.22986 -7.48079 2.216 -1.089 -0.397 0.12
H 2.46252 1.95918 -7.73957 0.005 -1.863 1.605 0.13
H 3.78571 0.77325 -6.97695 -2.124 1.060 -0.198 0.09
H 3.50371 -0.36416 -4.42456 -1.186 0.194 -0.657 0.13
C -2.33293 3.38743 3.02893 -0.105 0.110 0.086 -0.08
C -2.19694 2.17710 2.12431 -0.419 -0.009 0.220 -0.30
O -1.45052 2.48635 0.96039 -0.036 -0.001 1.075 -0.23
P 0.18086 2.71270 1.14463 -4.216 -1.706 -8.490 0.78
O 0.50757 1.20129 1.22476 1.692 2.240 3.794 -0.24
O 0.57400 2.79005 -0.47182 0.827 0.809 1.052 -0.28
C 1.49283 1.89180 -1.07222 0.173 -0.434 -0.500 -0.29
C 0.73850 0.77189 -1.76791 -0.214 -0.098 -0.015 -0.08
O -0.18416 4.40138 1.05510 1.605 -1.307 2.822 -0.25
C -0.07724 5.19808 -0.11378 0.683 0.841 -0.650 -0.30
C -1.26716 5.01739 -1.03948 -0.276 -0.508 0.078 -0.07
H -1.36074 3.68094 3.43611 -0.012 0.010 0.055 0.07
H -3.00284 3.17132 3.86572 0.088 -0.009 -0.041 0.08
H -2.72349 4.24608 2.47346 0.038 -0.171 0.066 0.08
H -1.73227 1.34180 2.65776 -0.023 0.051 -0.074 0.08
H -3.18873 1.85109 1.79855 0.144 -0.009 -0.118 0.12
H 2.22016 1.51197 -0.34786 -0.267 -0.031 -0.029 0.11
H 2.06130 2.45731 -1.81884 -0.171 0.093 0.050 0.11
H 0.09122 0.22804 -1.07585 0.182 0.040 0.130 0.07
H 1.43201 0.06114 -2.22594 -0.059 0.094 -0.032 0.06
H 0.08771 1.18043 -2.54861 0.258 -0.014 0.042 0.07
H 0.87933 5.03782 -0.62144 -0.294 -0.110 0.016 0.11
H -0.06196 6.24074 0.22303 -0.013 -0.153 0.277 0.12
H -1.35550 3.98944 -1.40197 0.150 0.163 0.049 0.07
H -1.18089 5.67812 -1.90625 0.088 0.036 0.138 0.08
H -2.19973 5.24583 -0.51290 0.156 0.091 -0.047 0.08
C -0.93916 -1.99087 3.17657 0.103 -0.055 -0.161 -0.07
C -2.24342 -1.30777 3.54263 0.132 0.050 -0.489 -0.31
O -2.93523 -2.02600 4.54912 0.889 0.455 -0.228 -0.23
P -2.30958 -1.97363 6.08288 -8.929 -2.631 -2.101 0.78
O -2.86366 -0.56180 6.39475 4.664 -0.180 0.721 -0.24
O -3.57568 -2.72585 6.86044 1.334 -0.196 0.607 -0.28
C -4.30059 -2.10148 7.90745 -0.503 0.190 0.224 -0.30
C -5.58186 -1.49814 7.35831 -0.124 0.063 -0.141 -0.07
O -1.69052 -3.55105 5.73442 2.150 2.563 0.919 -0.25
C -2.30458 -4.77115 6.11747 -0.001 -0.943 0.797 -0.30
C -3.44817 -5.15028 5.19339 -0.228 0.448 -0.280 -0.07
H -0.23773 -1.96714 4.01592 0.052 0.020 -0.020 0.07
H -0.46859 -1.49398 2.32371 -0.009 0.032 0.108 0.07
H -1.10827 -3.04302 2.92605 -0.027 0.175 0.032 0.08
H -2.06600 -0.27847 3.87016 -0.056 -0.062 0.024 0.09
H -2.89420 -1.26820 2.66459 -0.074 -0.026 0.168 0.12
H -3.69099 -1.36344 8.43816 -0.128 -0.032 -0.242 0.11
H -4.55543 -2.87874 8.63638 0.102 -0.079 -0.143 0.12
H -5.38148 -0.77282 6.56620 0.131 0.006 0.156 0.07
H -6.14826 -0.99997 8.15009 0.037 -0.065 -0.045 0.08
H -6.20962 -2.27893 6.91536 0.081 0.046 0.156 0.08
H -2.60171 -4.75637 7.17100 -0.095 0.071 -0.284 0.11
H -1.53181 -5.54414 6.03923 0.158 0.258 -0.078 0.12
H -4.25250 -4.40951 5.20698 0.154 -0.100 0.121 0.07
H -3.86977 -6.11640 5.48352 0.158 0.031 0.046 0.08
H -3.09806 -5.21458 4.15780 0.029 -0.082 0.166 0.08

=====

[2]
100
Properties=species:S:1:pos:R:3:forces:R:3:lowdin_charge:R:1 method="wB97M-V/def2-TZVPD" relative_energy_ev=14.397 lumo_energy_ev=0.189 gap_ev=9.6 e_homo_ev=-9.4 smiles=OCCO.OCCO.OCCO.OCCO.OCCO.OCCO.OCCO.OCCO.OCCO.OCCO charge=0 total_energy_ha=-2302.159440
O 2.15172 -0.86190 2.59118 -0.762 1.144 -1.605 -0.06
C 2.45272 -1.76690 3.59718 0.756 -0.813 -0.726 -0.25
C 2.16072 -3.14890 3.03318 -0.143 2.227 -0.981 -0.24
O 2.41672 -4.21190 3.90918 -0.677 -0.058 -0.456 -0.03
H 2.33772 -0.01190 2.97718 -0.212 0.685 -0.055 0.10
H 3.50472 -1.57290 3.76018 0.590 -0.948 0.875 0.13
H 1.89972 -1.48190 4.40118 -1.550 0.346 2.928 0.08
H 2.95072 -3.01890 2.32218 0.230 -1.346 -1.445 0.08
H 1.16072 -3.14390 2.45918 1.245 -0.138 1.227 0.17
H 2.18572 -4.92590 3.30718 0.222 -0.783 0.645 0.09
O 7.09272 -1.04290 1.30618 -3.189 0.196 12.422 0.04
C 5.71972 -0.61090 1.31018 1.723 -2.678 -8.181 -0.15
C 4.85072 -1.81790 0.85418 -0.302 0.316 -1.074 -0.17
O 3.53872 -1.43490 0.40918 4.536 -9.267 -7.320 -0.01
H 7.23272 -1.00690 0.49818 2.915 0.219 -11.692 -0.06
H 5.31172 -0.16890 2.06218 -1.528 2.446 5.571 0.05
H 5.64372 0.15910 0.45018 -0.118 -0.870 1.171 0.15
H 4.79772 -2.55490 1.62818 -0.133 -0.418 0.851 0.10
H 5.23572 -2.36690 -0.01382 0.592 0.432 0.229 0.13
H 3.31172 -0.81390 0.88818 -4.323 9.374 7.433 -0.09
O -6.16528 -1.92890 -0.58182 -0.591 5.387 2.231 0.01
C -4.85528 -2.00890 -0.32382 2.137 0.008 5.045 -0.31
C -4.37528 -3.37890 -0.51982 1.037 -1.262 3.560 -0.29
O -2.94928 -3.47590 -0.43682 -0.968 -0.004 -0.029 -0.06
H -6.57828 -2.51590 -1.09382 -1.670 -3.815 -3.366 0.03
H -4.06328 -1.33890 -0.73982 -1.332 0.367 -0.295 0.11
H -4.83428 -1.83290 0.94218 0.591 -0.053 -3.331 0.19
H -4.75028 -3.80290 -1.34382 -0.912 -1.026 -4.444 0.07
H -4.99928 -4.07990 0.15118 1.786 0.866 0.289 0.15
H -2.62128 -2.85990 -1.12582 -0.011 -0.478 0.232 0.04
O -3.07128 5.10810 -1.86182 0.655 2.667 -3.099 -0.10
C -2.88028 4.13510 -0.93082 -3.062 -2.553 -0.095 -0.28
C -3.48228 2.84110 -1.55082 -0.552 -0.835 -3.288 -0.26
O -3.28228 1.69910 -0.75382 -1.244 0.364 -0.170 -0.08
H -2.58728 4.98510 -2.75582 -1.072 -0.268 2.500 0.15
H -1.84528 4.05110 -0.65182 0.279 -0.395 0.665 0.08
H -3.67828 4.23810 -0.10782 1.937 0.720 -0.536 0.16
H -3.12128 2.65110 -2.68082 0.237 0.477 2.234 0.13
H -4.61628 2.96210 -1.88582 1.995 -0.008 1.708 0.15
H -2.36528 1.44910 -0.82482 0.868 -0.021 0.085 0.02
O -3.13528 -1.59690 4.14218 4.060 -1.191 -1.688 -0.01
C -2.57828 -1.76190 5.38418 4.041 1.664 1.943 -0.23
C -1.09928 -2.21090 5.23118 0.711 -0.852 -1.519 -0.29
O -0.48528 -2.18790 6.46718 2.796 -1.246 2.293 -0.11
H -3.92628 -1.28490 4.36318 -5.593 2.127 0.337 0.03
H -2.48628 -0.76990 6.07418 -0.566 -2.028 -1.653 0.18
H -3.06428 -2.52190 5.90418 -1.095 -1.152 1.269 0.10
H -0.53828 -1.48990 4.60918 -0.624 -0.275 -0.480 0.11
H -0.91228 -3.26690 4.82918 -1.008 1.389 -0.153 0.15
H 0.40672 -2.71590 6.45918 -2.743 1.536 -0.199 0.15
O -0.45728 5.71710 2.59318 0.805 0.776 1.875 -0.10
C 0.06972 5.84710 1.27518 2.681 0.534 2.508 -0.26
C 0.55172 4.53510 0.67218 -0.091 -1.108 -0.035 -0.24
O 0.93972 4.86610 -0.66582 -2.411 2.511 -1.964 -0.16
H -0.27328 6.56010 3.10018 -0.341 -1.614 -0.966 0.11
H -0.78228 6.21410 0.83418 -1.448 1.109 -2.564 0.08
H 0.97172 6.62110 1.32118 -1.834 -1.592 -0.652 0.17
H -0.19228 3.66610 0.56118 0.712 1.407 0.893 0.12
H 1.46572 4.12910 1.21618 -1.080 0.607 -0.735 0.14
H 0.17572 5.53510 -1.09082 2.990 -2.759 1.748 0.20
O 5.12372 3.06710 -2.95882 -6.400 3.259 -1.585 0.00
C 3.98772 3.07410 -2.01382 2.043 -3.725 -2.642 -0.17
C 2.84172 2.76810 -2.85982 -4.879 4.743 2.822 -0.18
O 1.68072 2.43410 -1.97082 0.460 0.964 -0.536 -0.11
H 5.82872 2.66610 -2.66282 5.635 -3.329 2.759 -0.02
H 3.96672 2.30910 -1.22882 0.656 -0.470 -0.374 0.13
H 4.00572 3.91010 -1.50382 -0.250 4.734 2.128 0.07
H 3.03772 2.02310 -3.42082 1.432 -6.329 -2.940 0.04
H 2.52372 3.39210 -3.73982 0.269 0.956 1.469 0.15
H 1.31372 3.24610 -1.50082 0.945 -0.827 -1.100 0.06
O -2.20328 1.03010 -4.56182 3.617 0.334 0.048 -0.03
C -1.77928 0.14010 -3.51882 -3.285 2.246 -1.258 -0.23
C -2.64228 -1.04090 -3.62882 1.828 -0.255 -1.139 -0.26
O -2.01028 -1.87290 -2.70082 1.406 -2.777 -1.686 -0.11
H -3.11128 1.14510 -4.49282 -2.546 0.364 0.325 0.03
H -0.85728 -0.21490 -3.61482 4.338 -0.906 -1.793 0.07
H -1.64028 0.55410 -2.52882 -1.211 0.515 0.432 0.11
H -2.63028 -1.49190 -4.65782 0.402 0.416 0.619 0.15
H -3.61728 -0.72090 -3.56882 -2.804 -0.074 1.523 0.10
H -1.27228 -2.19690 -3.39682 -1.686 -0.020 2.845 0.13
O -0.01928 -3.12690 -4.33382 -4.506 1.131 -2.403 -0.03
C 1.08472 -3.48490 -3.70282 1.350 0.245 5.932 -0.27
C 1.56772 -2.37290 -2.76782 3.979 2.667 -2.332 -0.21
O 2.88872 -2.73590 -2.30182 -0.060 0.869 1.134 -0.10
H 0.32672 -3.10990 -5.22982 -1.569 0.577 -0.353 0.12
H 0.99072 -4.28190 -2.94982 -0.350 -0.689 -0.873 0.14
H 1.63472 -3.71390 -4.52382 3.875 -1.102 -0.915 0.10
H 1.07372 -1.94190 -1.95982 -2.254 -0.826 1.718 0.08
H 1.68972 -1.34590 -3.29282 -0.070 -1.473 -0.418 0.14
H 3.11972 -2.12090 -1.53682 -0.474 -1.199 -1.215 0.08
O -1.43728 -1.23290 1.98818 -0.051 -0.426 1.024 -0.05
C -1.61528 -0.08790 1.23818 1.790 1.074 -0.221 -0.25
C -0.54228 -0.15190 0.15618 0.594 0.061 0.589 -0.20
O -0.38928 1.12110 -0.41482 -8.695 -0.017 7.570 0.00
H -2.02828 -1.18190 2.75418 -0.061 -0.352 -0.166 0.04
H -2.53628 -0.08990 0.70718 -1.211 0.101 -0.207 0.08
H -1.52928 0.87410 1.79218 0.002 -0.517 0.010 0.14
H -0.94028 -0.89690 -0.48182 -0.242 -0.648 -1.527 0.09
H 0.44372 -0.51990 0.43918 -0.094 -0.034 0.838 0.12
H 0.18572 1.20310 -1.00382 8.129 0.694 -8.066 -0.07

=====

[3]
16
Properties=species:S:1:pos:R:3:forces:R:3:lowdin_charge:R:1 method="wB97M-V/def2-TZVPD" relative_energy_ev=1.495 lumo_energy_ev=0.962 gap_ev=10.6 e_homo_ev=-9.7 smiles="C=C1CCC1.O" charge=0 total_energy_ha=-271.697668
C 0.97985 1.27225 -0.60282 0.011 -0.136 0.058 0.03
C 0.46130 0.13771 -0.14580 0.190 0.241 -0.101 -0.35
C 0.32338 -1.25788 -0.72143 0.029 -0.029 -0.176 -0.13
C 0.30918 -1.77863 0.73947 0.004 -0.190 0.101 -0.16
C 0.00856 -0.33495 1.22154 -0.012 0.127 0.110 -0.13
H 1.34027 1.36278 -1.62507 -0.048 -0.051 0.136 0.07
H 1.07691 2.14796 0.03626 -0.025 -0.146 -0.072 0.07
H 1.11698 -1.60257 -1.39119 -0.127 0.042 0.111 0.11
H -0.64590 -1.40364 -1.21245 0.119 0.035 0.072 0.12
H -0.42340 -2.54998 0.98676 0.107 0.104 -0.033 0.10
H 1.30307 -2.10652 1.05696 -0.153 0.034 -0.043 0.11
H 0.55657 0.04511 2.08925 -0.101 -0.056 -0.136 0.11
H -1.06490 -0.16598 1.36921 0.157 -0.034 -0.031 0.12
O -2.11558 1.89887 -0.99538 0.040 0.127 0.082 -0.07
H -1.93147 2.65154 -0.41977 -0.110 -0.109 -0.107 0.04
H -1.25013 1.47437 -1.08382 -0.079 0.041 0.030 -0.02